<1>
{
  "formula": "C5H10N2O",
  "method": "wB97M-V/def2-TZVPD",
  "symbols": ["C", "C", "C", "C", "N", "C", "N", "H", "H", "H", "H", "H", "H", "H", "H", "H", "H", "O"],
  "xyz": [[1.39, -2.42, -0.35], [1.30, -0.91, -0.74], [0.63, 0.02, 0.13], [0.05, 1.16, -0.38], [-0.37, 2.01, 0.64], [-0.18, 1.22, 1.84], [0.46, 0.08, 1.55], [1.22, -2.58, 0.81], [2.28, -2.63, -0.83], [0.72, -3.21, -0.91], [2.38, -0.77, -0.70], [0.92, -0.81, -1.80], [-0.23, 1.50, -1.37], [-0.78, 2.86, 0.50], [-0.72, 1.53, 2.82], [-3.30, 1.34, 0.27], [-2.43, 0.75, -0.88], [-3.34, 0.87, -0.61]],
  "mulliken_charge": [-1.154, -0.332, 1.122, -2.952, 0.324, -1.464, -0.587, 0.303, 0.423, 0.239, 0.271, 0.072, 1.045, 1.015, 0.824, 0.453, 0.354, -0.957],
  "e_lumo_ev": [3.670, 3.548],
  "homo_ev": [0.960, -5.042],
  "s_squared": 0.75,
  "total_charge": -1,
  "multiplicity": 2
}



<2>
{
  "formula": "C5H10N2O",
  "method": "wB97M-V/def2-TZVPD",
  "symbols": ["O", "C", "C", "C", "C", "N", "C", "N", "H", "H", "H", "H", "H", "H", "H", "H", "H", "H"],
  "xyz": [[-0.67, 0.51, -2.65], [-0.12, -0.30, -1.78], [1.33, -0.21, -1.44], [1.63, 0.16, 0.03], [1.03, -0.83, 1.04], [-2.13, 0.80, 1.89], [-0.97, 0.40, 1.23], [-0.19, -0.44, 1.75], [-0.74, -1.10, -1.35], [1.73, 0.58, -2.09], [1.99, -1.09, -1.65], [2.73, 0.15, 0.16], [1.32, 1.18, 0.26], [0.81, -1.77, 0.52], [1.77, -1.10, 1.80], [-2.92, 0.88, 1.26], [-2.31, 0.22, 2.70], [-0.85, 0.91, 0.27]],
  "mulliken_charge": [-0.767, -0.596, -0.465, -0.916, -0.531, -0.512, 0.060, -0.649, 0.394, 0.349, 0.274, 0.423, 0.393, 0.270, 0.391, 0.246, 0.270, 0.367],
  "e_lumo_ev": [4.113, 4.080],
  "homo_ev": [0.276, -3.164],
  "s_squared": 0.75,
  "total_charge": -1,
  "multiplicity": 2
}



Energy relative to the most stable one, in kJ/mol: <1> 102.3; <2> 0.0



<1>
{
  "formula": "C23H27FN2O2S",
  "method": "wB97M-V/def2-TZVPD",
  "symbols": ["C", "H", "H", "H", "S", "C", "C", "C", "C", "C", "C", "C", "O", "N", "C", "C", "H", "C", "C", "C", "H", "H", "H", "H", "C", "H", "H", "C", "C", "O", "N", "H", "C", "C", "C", "C", "C", "C", "C", "H", "H", "F", "H", "H", "H", "H", "H", "H", "H", "H", "H", "H", "H", "H", "H", "H"],
  "xyz": [[-2.15, -0.76, -0.37], [-1.88, 0.05, -1.04], [-2.99, -0.48, 0.25], [-2.37, -1.66, -0.93], [-0.68, -1.06, 0.67], [-1.35, -1.87, 2.11], [-0.90, -3.15, 2.40], [-1.34, -3.81, 3.53], [-2.25, -3.20, 4.38], [-2.70, -1.92, 4.10], [-2.24, -1.23, 2.98], [-2.82, 0.12, 2.70], [-3.90, 0.23, 2.14], [-2.11, 1.19, 3.13], [-0.79, 1.14, 3.70], [0.26, 1.58, 2.67], [0.71, 0.70, 2.21], [-0.39, 2.46, 1.59], [-1.41, 3.37, 2.27], [-2.57, 2.52, 2.80], [-3.02, 2.98, 3.69], [-3.36, 2.41, 2.05], [-1.80, 4.10, 1.56], [-0.93, 3.92, 3.08], [0.63, 3.26, 0.79], [0.10, 3.89, 0.08], [1.21, 3.90, 1.46], [1.59, 2.37, -0.01], [0.85, 1.57, -1.08], [-0.17, 1.94, -1.61], [1.46, 0.41, -1.40], [2.30, 0.13, -0.93], [0.97, -0.48, -2.44], [1.97, -0.57, -3.57], [2.21, 0.54, -4.37], [3.14, 0.49, -5.39], [3.83, -0.69, -5.60], [3.61, -1.81, -4.82], [2.68, -1.74, -3.80], [2.50, -2.61, -3.19], [4.16, -2.72, -5.02], [4.74, -0.75, -6.60], [3.33, 1.35, -6.02], [1.65, 1.45, -4.19], [0.77, -1.46, -2.02], [0.04, -0.04, -2.80], [2.13, 1.69, 0.65], [2.32, 2.99, -0.52], [-0.93, 1.81, 0.89], [1.05, 2.14, 3.18], [-0.79, 1.82, 4.56], [-0.59, 0.13, 4.06], [-3.41, -1.43, 4.75], [-2.61, -3.71, 5.26], [-0.99, -4.81, 3.74], [-0.20, -3.62, 1.73]],
  "mulliken_charge": [-0.770, 0.264, 0.389, 0.361, 0.138, 1.008, -0.680, -0.552, -0.687, -0.314, -0.409, -0.011, -0.709, 0.238, -1.127, -0.708, 0.228, 1.484, -0.980, -0.943, 0.293, 0.457, 0.432, 0.317, -1.498, 0.398, 0.465, -0.880, 0.566, -0.672, 0.057, 0.237, -0.822, 0.181, -0.344, -0.589, 0.339, -0.597, -0.334, 0.367, 0.439, -0.324, 0.433, 0.459, 0.389, 0.425, 0.452, 0.386, -0.306, 0.470, 0.408, 0.416, 0.493, 0.408, 0.383, 0.474],
  "e_lumo_ev": 0.457,
  "smiles": "CSc1ccccc1C(=O)N1CCC(CCC(=O)NCc2ccc(F)cc2)CC1",
  "homo_ev": -8.503
}



<2>
{
  "formula": "C23H27FN2O2S",
  "method": "wB97M-V/def2-TZVPD",
  "symbols": ["C", "C", "O", "C", "O", "C", "C", "C", "C", "C", "C", "C", "C", "F", "C", "C", "C", "C", "C", "C", "C", "C", "C", "C", "C", "N", "S", "N", "C", "H", "H", "H", "H", "H", "H", "H", "H", "H", "H", "H", "H", "H", "H", "H", "H", "H", "H", "H", "H", "H", "H", "H", "H", "H", "H", "H"],
  "xyz": [[1.77, -3.06, 2.43], [3.10, -2.43, 1.67], [3.42, -1.05, 2.10], [4.55, -0.50, 1.32], [5.32, -1.33, 0.61], [4.89, 1.12, 1.21], [3.71, 2.10, 1.77], [2.96, 2.99, 0.59], [1.34, 2.65, 0.72], [0.67, 1.31, 0.02], [1.65, 0.29, -0.85], [1.47, 0.65, -2.47], [1.38, -0.78, -3.27], [0.28, 1.49, -2.75], [-0.96, 0.94, 0.12], [-1.41, -0.45, -0.62], [-2.98, -0.88, -0.43], [-3.84, -0.88, 0.97], [-5.44, -1.35, 0.92], [-6.20, -1.86, -0.45], [-5.33, -1.90, -1.85], [-5.91, -2.43, -3.31], [-3.77, -1.40, -1.81], [-1.92, 1.99, 0.93], [-1.19, 3.31, 1.63], [-1.78, 4.42, 2.46], [-0.62, 5.63, 3.05], [0.88, 4.99, 2.35], [0.43, 3.72, 1.60], [0.77, -2.59, 2.02], [1.85, -2.97, 3.60], [1.74, -4.22, 2.19], [3.98, -3.17, 1.90], [2.83, -2.37, 0.53], [5.09, 1.37, 0.07], [5.87, 1.31, 1.84], [4.24, 2.91, 2.47], [2.89, 1.55, 2.42], [3.34, 2.60, -0.46], [3.20, 4.14, 0.63], [2.80, 0.48, -0.62], [1.36, -0.84, -0.72], [2.41, 1.25, -2.89], [2.16, -1.51, -2.74], [1.59, -0.69, -4.44], [0.32, -1.31, -3.12], [-0.74, -1.33, -0.18], [-1.20, -0.36, -1.77], [-3.32, -0.55, 1.98], [-6.12, -1.34, 1.91], [-7.33, -2.19, -0.51], [-4.99, -2.48, -4.06], [-6.24, -3.56, -3.17], [-6.78, -1.78, -3.73], [-3.15, -1.43, -2.82], [-3.07, 1.80, 1.00]],
  "mulliken_charge": [-0.846, -0.042, -0.300, 0.465, -0.605, -0.531, -0.468, -0.769, -0.138, 0.227, -0.510, 0.332, -0.910, -0.343, 0.622, 0.146, 0.193, -0.423, -0.403, -0.421, 0.516, -0.925, -0.570, -0.722, 0.312, -0.546, 0.180, -0.538, 0.352, 0.132, 0.287, 0.317, 0.288, 0.121, 0.294, 0.357, 0.330, 0.382, 0.240, 0.433, -0.031, 0.068, 0.312, 0.249, 0.319, 0.198, 0.171, 0.035, 0.391, 0.249, 0.274, 0.271, 0.266, 0.267, 0.036, 0.412],
  "e_lumo_ev": -1.323,
  "smiles": "CCOC(=O)CCCc1c(C[C@@H](C)F)c(Cc2cccc(C)c2)cc2nsnc12",
  "homo_ev": -8.179
}



Energy relative to the most stable one, in kJ/mol: <1> 0.0; <2> 2376.8



<1>
{
  "formula": "CH6N3O",
  "method": "wB97M-V/def2-TZVPD",
  "symbols": ["C", "N", "N", "N", "O", "H", "H", "H", "H", "H", "H"],
  "xyz": [[1.27, 0.08, -0.72], [-1.03, 0.69, -0.55], [-0.09, -0.82, 1.10], [-0.07, -0.13, -0.05], [-2.13, 0.50, 0.16], [1.15, 0.72, -1.59], [1.81, -0.87, -1.02], [1.98, 0.48, -0.04], [0.83, -0.93, 1.33], [-0.95, -0.89, 1.66], [-2.77, 1.18, -0.27]],
  "mulliken_charge": [-0.728, -0.241, -0.489, 0.779, -0.334, 0.335, 0.318, 0.371, 0.243, 0.302, 0.445],
  "e_lumo_ev": [-5.417, -5.416],
  "smiles": "C/[N+](N)=N/O",
  "homo_ev": [-15.180, -15.180],
  "total_charge": 1
}



<2>
{
  "formula": "CH6N3O",
  "method": "wB97M-V/def2-TZVPD",
  "symbols": ["C", "N", "N", "N", "O", "H", "H", "H", "H", "H", "H"],
  "xyz": [[-0.25, 0.00, -0.15], [-1.42, -0.76, 0.06], [-0.21, 1.29, -0.03], [0.87, -0.67, -0.09], [2.12, -0.23, 0.16], [-2.38, -0.45, -0.31], [-1.29, -1.64, -0.28], [-1.15, 1.79, 0.08], [0.67, 1.82, 0.03], [0.94, -1.69, -0.22], [2.10, 0.54, 0.73]],
  "mulliken_charge": [0.718, -0.467, -0.403, -0.046, -0.394, 0.314, 0.255, 0.262, 0.216, 0.223, 0.322],
  "e_lumo_ev": -3.559,
  "smiles": "NC(N)=[NH+]O",
  "homo_ev": -14.951,
  "total_charge": 1
}



Energy relative to the most stable one, in kJ/mol: <1> 238.5; <2> 0.0



<1>
{
  "formula": "C3H4ClNOS",
  "method": "wB97M-V/def2-TZVPD",
  "symbols": ["C", "C", "C", "N", "O", "S", "Cl", "H", "H", "H", "H"],
  "xyz": [[0.36, 1.63, 0.27], [1.07, -0.50, -0.70], [0.07, 0.28, 0.05], [0.70, 2.75, 0.40], [-2.52, 0.71, 0.47], [-1.73, -0.14, -0.36], [-1.89, -2.07, 0.63], [2.19, -0.02, -0.56], [1.27, -1.58, -0.37], [0.66, -0.69, -1.75], [-0.17, -0.36, 1.94]],
  "mulliken_charge": [0.062, -0.992, 0.251, -0.364, -0.407, 0.551, -0.213, 0.322, 0.278, 0.289, 0.224],
  "e_lumo_ev": [-2.108, -1.620],
  "homo_ev": [-10.402, -9.948]
}



<2>
{
  "formula": "C3H4ClNOS",
  "method": "wB97M-V/def2-TZVPD",
  "symbols": ["C", "C", "C", "N", "O", "S", "Cl", "H", "H", "H", "H"],
  "xyz": [[0.85, -2.14, 0.37], [-0.17, 0.19, -0.76], [0.94, -0.75, 0.19], [0.55, -3.25, 0.49], [3.49, -1.25, -0.06], [2.53, -0.31, -0.60], [2.66, 1.48, 0.41], [-0.40, -0.16, -1.77], [-1.00, 0.53, -0.09], [0.53, 1.04, -0.87], [0.95, -0.25, 1.13]],
  "mulliken_charge": [0.057, -0.730, -0.050, -0.371, -0.477, 0.543, -0.199, 0.298, 0.319, 0.258, 0.350],
  "e_lumo_ev": -0.242,
  "homo_ev": -10.448
}



<3>
{
  "formula": "C3H4ClNOS",
  "method": "wB97M-V/def2-TZVPD",
  "symbols": ["C", "C", "C", "H", "H", "H", "H", "N", "O", "S", "Cl"],
  "xyz": [[-1.77, 0.84, -0.02], [0.81, 0.08, -0.06], [2.01, -0.57, 0.19], [-4.47, -0.34, 0.27], [-1.43, 1.83, 0.31], [1.02, 1.01, -0.58], [2.25, -1.84, 0.57], [-3.03, 0.85, 0.18], [-3.46, -0.46, -0.15], [-0.86, -0.61, -0.05], [3.47, 0.28, -0.03]],
  "mulliken_charge": [-0.005, -0.336, -0.039, 0.382, 0.369, 0.313, 0.246, -0.370, -0.414, 0.017, -0.163],
  "e_lumo_ev": 0.653,
  "homo_ev": -8.599
}



Energy relative to the most stable one, in kJ/mol: <1> 325.3; <2> 0.0; <3> 225.9